Record 1
The following is a quantum chemistry calculation of a molecular structure, CH3BrO2P in a non-equilibrium geometry, from the Open Molecules 2025 dataset.

Each line ends with the natural charge from an NBO analysis.
Positions of all 8 atoms, in Å:
C (0.0850, -0.2276, -0.0661)  -0.9733
O (-0.7847, -1.7842, -2.9385)  -0.9521
O (-0.4320, -2.8603, 0.0769)  -1.1213
P (0.1140, -1.9417, -0.9166)  1.7472
Br (2.3499, -2.0557, -0.9823)  -0.3608
H (-0.8502, -0.1002, 0.3187)  0.2099
H (0.7768, -0.1362, 0.8869)  0.2194
H (0.2995, 0.5409, -0.8838)  0.2310

Values from the calculation:
- ΔE to the lowest compared entry with this formula, charge and spin (kJ/mol) = 433.85
- E_HOMO (eV) = -4.37
- net charge = -1
- gap between HOMO and LUMO (eV) = 7.735
- 2S+1 = 1

---

Record 2
The following is a quantum chemistry calculation of a molecular structure, CH3BrO3P in a non-equilibrium geometry, from the Open Molecules 2025 dataset.

Each line ends with the natural charge from an NBO analysis.
Positions of all 9 atoms, in Å:
C (-0.3425, 0.0115, 0.0213)  -1.0692
O (-2.8315, -1.0909, 0.1479)  -0.9854
O (-2.1341, 1.6167, -1.3234)  -1.0799
O (-2.1948, 1.5195, 1.3582)  -1.0820
P (-1.8060, 1.0092, 0.0207)  2.2908
Br (-4.3910, -0.3226, 0.0834)  0.1926
H (-0.1609, -0.4985, 0.9825)  0.2498
H (-0.3104, -0.7960, -0.8101)  0.2602
H (0.6057, 0.6132, -0.1375)  0.2230

Values from the calculation:
- ΔE to the lowest compared entry with this formula, charge and spin (kJ/mol) = 148.73
- E_HOMO (eV) = -4.08
- net charge = -1
- gap between HOMO and LUMO (eV) = 7.961
- 2S+1 = 1

---

Record 3
The following is a quantum chemistry calculation of 2 unconnected molecules or ions with the total composition CH3Cl2N4 in a non-equilibrium geometry, from the Open Molecules 2025 dataset.

Each line ends with the natural charge from an NBO analysis.
Positions of all 10 atoms, in Å:
C (0.4944, -1.0458, -0.8506)  0.1879
N (1.5027, -0.1791, -0.5774)  -0.1209
N (-0.0713, -0.0641, 0.9522)  0.0199
N (-0.4581, -0.9026, 0.0395)  -0.1344
N (1.1000, 0.3439, 0.5419)  -0.0877
Cl (-2.0785, -1.4585, 0.2075)  0.3731
Cl (-1.3809, 2.4199, -0.2709)  -0.2684
H (0.5021, -1.8590, -1.5248)  0.2729
H (-1.2396, 1.4898, 0.7035)  0.2564
H (1.6292, 1.2556, 0.7791)  0.5013

Values from the calculation:
- ΔE to the lowest compared entry with this formula, charge and spin (kJ/mol) = 50.40
- E_HOMO (eV) = -15.48
- net charge = +1
- gap between HOMO and LUMO (eV) = 9.656
- 2S+1 = 1

---

Record 4
The following is a quantum chemistry calculation of 2 unconnected molecules or ions with the total composition CH3Cl2OP in a non-equilibrium geometry, from the Open Molecules 2025 dataset.

Each line ends with the natural charge from an NBO analysis.
Positions of all 8 atoms, in Å:
C (0.5784, 0.5637, 0.7285)  0.2897
O (0.5818, -0.3807, -0.1236)  -0.6770
P (-0.4696, -0.3792, -1.4746)  0.7068
Cl (0.4454, 2.1404, 0.1949)  0.1009
Cl (-1.5108, 0.1321, 1.8856)  -0.5562
H (1.1281, 0.3954, 1.6934)  0.2479
H (-1.0974, -1.2806, -0.8232)  -0.0418
H (0.3441, -1.1911, -2.0808)  -0.0703

Values from the calculation:
- ΔE to the lowest compared entry with this formula, charge and spin (kJ/mol) = 425.42
- E_HOMO (alpha / beta) (eV) = -9.66 / -9.66
- net charge = 0
- gap between HOMO and LUMO (alpha / beta) (eV) = 9.163 / 9.163
- 2S+1 = 1

---

Record 5
The following is a quantum chemistry calculation of 2 unconnected molecules or ions with the total composition CH3Cl3N2P in a non-equilibrium geometry, from the Open Molecules 2025 dataset.

Each line ends with the natural charge from an NBO analysis.
Positions of all 10 atoms, in Å:
C (0.8903, -0.7575, -1.6443)  -0.6368
N (0.9151, -0.0428, -0.5241)  0.0507
N (-0.9405, -0.0104, 0.2193)  -0.5096
P (-0.9182, 0.7594, 1.6292)  1.3798
Cl (0.7736, 1.5314, 2.2244)  -0.0642
Cl (-1.2876, -0.6964, 2.9496)  -0.0940
Cl (-2.3955, 1.9503, 1.5785)  -0.0340
H (1.8683, -1.2786, -1.7782)  0.3074
H (1.0942, -0.2222, -2.5921)  0.3083
H (0.0003, -1.2331, -2.0623)  0.2924

Values from the calculation:
- ΔE to the lowest compared entry with this formula, charge and spin (kJ/mol) = 436.18
- E_HOMO (alpha / beta) (eV) = -15.83 / -14.73
- net charge = +1
- gap between HOMO and LUMO (alpha / beta) (eV) = 10.357 / 7.516
- 2S+1 = 1

---

Record 6
The following is a quantum chemistry calculation of 2 unconnected molecules or ions with the total composition CH3Cl3Si in a non-equilibrium geometry, from the Open Molecules 2025 dataset.

Each line ends with the natural charge from an NBO analysis.
Positions of all 8 atoms, in Å:
C (-0.6929, -0.3992, 0.3712)  -1.2733
Si (-2.0280, 0.6158, -0.0846)  1.4971
Cl (-2.4284, -2.8999, 0.6434)  -0.3725
Cl (-2.7479, 2.1017, 1.2541)  -0.3649
Cl (-3.1997, 0.8724, -1.6522)  -0.2911
H (-0.0325, -0.0129, 1.0509)  0.2574
H (-1.5488, -1.9025, 0.8020)  0.2917
H (-0.3178, -1.0129, -0.3759)  0.2555

Values from the calculation:
- ΔE to the lowest compared entry with this formula, charge and spin (kJ/mol) = 397.40
- E_HOMO (eV) = -9.31
- net charge = 0
- gap between HOMO and LUMO (eV) = 9.029
- 2S+1 = 1
- SMILES = C=[Si](Cl)Cl.Cl

---

Record 7
The following is a quantum chemistry calculation of a molecular structure, CH3ClCuNO2 in a non-equilibrium geometry, from the Open Molecules 2025 dataset.

Each line ends with the natural charge from an NBO analysis.
Positions of all 9 atoms, in Å:
Cu (-1.6878, 4.7688, -2.0353)  1.0148
Cl (-0.2324, 2.5672, -1.2607)  -0.0570
C (0.1928, -0.7563, -0.0832)  -0.4841
N (0.3710, -1.4654, 1.1947)  0.5044
O (1.0744, -2.5022, 1.0787)  -0.3255
O (-0.1082, -0.8946, 2.2087)  -0.3466
H (-0.5821, 0.0053, 0.0045)  0.2130
H (-0.1363, -1.5120, -0.7964)  0.2487
H (1.1087, -0.2109, -0.3109)  0.2322

Values from the calculation:
- E_HOMO (alpha / beta) (eV) = -13.85 / -13.67
- net charge = +1
- gap between HOMO and LUMO (alpha / beta) (eV) = 6.160 / 3.298
- 2S+1 = 2

---

Record 8
The following is a quantum chemistry calculation of 2 unconnected molecules or ions with the total composition CH3ClI2OSi in a non-equilibrium geometry, from the Open Molecules 2025 dataset.

Each line ends with the natural charge from an NBO analysis.
Positions of all 9 atoms, in Å:
C (-1.5029, 0.9772, -0.3569)  -0.2771
O (-0.3447, 1.7143, -0.3055)  -0.6264
Si (1.7687, -0.9838, 0.4054)  0.8701
Cl (2.5827, -0.3056, 2.0432)  -0.2961
I (0.4489, -2.9928, 0.8244)  -0.0724
I (2.9533, -0.8161, -1.7121)  -0.0454
H (-1.6174, 0.2029, 0.4074)  0.1559
H (-1.8046, 0.7640, -1.3833)  0.1457
H (-2.4841, 1.4399, 0.0774)  0.1458

Values from the calculation:
- ΔE to the lowest compared entry with this formula, charge and spin (kJ/mol) = 181.41
- E_HOMO (alpha / beta) (eV) = -7.37 / -7.38
- net charge = 0
- gap between HOMO and LUMO (alpha / beta) (eV) = 4.691 / 4.707
- 2S+1 = 1

---

Record 9
The following is a quantum chemistry calculation of 2 unconnected molecules or ions with the total composition CH3ClI2Si in a non-equilibrium geometry, from the Open Molecules 2025 dataset.

Each line ends with the natural charge from an NBO analysis.
Positions of all 8 atoms, in Å:
C (2.1925, 0.5942, -0.6128)  -0.3965
Si (-2.8091, -0.8047, 0.5576)  0.6010
Cl (3.3946, 1.6915, -0.2045)  0.0414
I (-1.8759, 1.2539, -0.4383)  -0.2043
I (-1.4680, -2.7793, -0.1557)  -0.2017
H (1.8598, -0.3213, -0.0570)  0.1885
H (1.3294, 0.9951, -1.0415)  0.1646
H (-2.6233, -0.6294, 1.9522)  -0.1929

Values from the calculation:
- ΔE to the lowest compared entry with this formula, charge and spin (kJ/mol) = 135.18
- E_HOMO (alpha / beta) (eV) = -8.45 / -9.91
- net charge = 0
- gap between HOMO and LUMO (alpha / beta) (eV) = 8.373 / 7.648
- 2S+1 = 3

---

Record 10
The following is a quantum chemistry calculation of 2 unconnected molecules or ions with the total composition CH3ClN2O2 in a non-equilibrium geometry, from the Open Molecules 2025 dataset.

Each line ends with the natural charge from an NBO analysis.
Positions of all 9 atoms, in Å:
C (0.5090, 1.4665, -0.7130)  0.5562
N (-1.0314, -1.3103, 0.5193)  -0.6813
N (0.3309, -0.8629, 0.7678)  -0.0943
O (-0.2139, 1.8466, 0.0443)  -0.4898
O (0.9998, -0.5077, -0.2758)  -0.4109
Cl (1.3188, 2.1163, -2.0285)  0.0469
H (-1.6081, -0.4884, 0.4317)  0.3575
H (-0.8553, -1.8936, -0.2824)  0.3738
H (0.5501, -0.3665, 1.5366)  0.3418

Values from the calculation:
- ΔE to the lowest compared entry with this formula, charge and spin (kJ/mol) = 259.48
- E_HOMO (alpha / beta) (eV) = -8.46 / -7.93
- net charge = 0
- gap between HOMO and LUMO (alpha / beta) (eV) = 8.462 / 8.018
- 2S+1 = 1

---

Record 11
The following is a quantum chemistry calculation of 2 unconnected molecules or ions with the total composition CH3ClN2OS in a non-equilibrium geometry, from the Open Molecules 2025 dataset.

Each line ends with the natural charge from an NBO analysis.
Positions of all 9 atoms, in Å:
C (-1.1214, -0.1746, -0.1294)  0.2600
N (-0.8160, 0.9468, -0.8830)  -0.7914
N (-0.5142, -0.7646, 0.8152)  -0.4863
O (1.9899, -0.1510, 1.3731)  -0.7272
S (-2.3124, -1.2806, 0.3499)  0.2317
Cl (2.5991, 0.0046, -0.1754)  0.1696
H (0.0884, 1.1693, -0.6743)  0.3966
H (-1.0722, 1.1729, -1.8944)  0.4276
H (1.1587, -0.9227, 1.2182)  0.5194

Values from the calculation:
- ΔE to the lowest compared entry with this formula, charge and spin (kJ/mol) = 11.65
- E_HOMO (eV) = -9.05
- net charge = 0
- gap between HOMO and LUMO (eV) = 8.715
- 2S+1 = 1
- SMILES = NC1=NS1.OCl

---

Record 12
The following is a quantum chemistry calculation of 2 unconnected molecules or ions with the total composition CH3ClP5 in a non-equilibrium geometry, from the Open Molecules 2025 dataset.

Each line ends with the natural charge from an NBO analysis.
Positions of all 10 atoms, in Å:
C (0.9955, -0.7402, -2.0881)  -0.2605
P (-1.5636, 1.1263, 2.7842)  0.1217
P (-2.4226, 1.3805, 0.7865)  0.0962
P (-0.2969, 2.0306, 1.1510)  0.1057
P (-1.7500, -0.6690, 1.4307)  0.1058
P (0.2812, -0.0859, 0.6677)  0.3676
Cl (1.7079, -0.7335, 1.8498)  -0.1645
H (0.6005, -1.7403, -2.0567)  0.2093
H (2.0544, -0.5918, -1.9847)  0.2121
H (0.3938, 0.0233, -2.5404)  0.2064

Values from the calculation:
- ΔE to the lowest compared entry with this formula, charge and spin (kJ/mol) = 247.42
- E_HOMO (alpha / beta) (eV) = -12.96 / -12.96
- net charge = +1
- gap between HOMO and LUMO (alpha / beta) (eV) = 6.735 / 6.732
- 2S+1 = 1

---

Question: Which formula does entry 11 have?
Answer: CH3ClN2OS

---

Repeat the eighth record exactly.
The following is a quantum chemistry calculation of 2 unconnected molecules or ions with the total composition CH3ClI2OSi in a non-equilibrium geometry, from the Open Molecules 2025 dataset.

Each line ends with the natural charge from an NBO analysis.
Positions of all 9 atoms, in Å:
C (-1.5029, 0.9772, -0.3569)  -0.2771
O (-0.3447, 1.7143, -0.3055)  -0.6264
Si (1.7687, -0.9838, 0.4054)  0.8701
Cl (2.5827, -0.3056, 2.0432)  -0.2961
I (0.4489, -2.9928, 0.8244)  -0.0724
I (2.9533, -0.8161, -1.7121)  -0.0454
H (-1.6174, 0.2029, 0.4074)  0.1559
H (-1.8046, 0.7640, -1.3833)  0.1457
H (-2.4841, 1.4399, 0.0774)  0.1458

Values from the calculation:
- ΔE to the lowest compared entry with this formula, charge and spin (kJ/mol) = 181.41
- E_HOMO (alpha / beta) (eV) = -7.37 / -7.38
- net charge = 0
- gap between HOMO and LUMO (alpha / beta) (eV) = 4.691 / 4.707
- 2S+1 = 1